{
  "formula": "C15H55N23O12",
  "method": "ωB97M-V with the def2-TZVPD basis set",
  "elements": ["C", "O", "C", "C", "C", "N", "H", "H", "H", "H", "H", "H", "H", "H", "H", "H", "H", "N", "C", "N", "O", "H", "H", "H", "H", "N", "C", "N", "O", "H", "H", "H", "H", "N", "C", "N", "O", "H", "H", "H", "H", "N", "C", "N", "O", "H", "H", "H", "H", "N", "C", "N", "O", "H", "H", "H", "H", "N", "C", "N", "O", "H", "H", "H", "H", "N", "C", "N", "O", "H", "H", "H", "H", "N", "C", "N", "O", "H", "H", "H", "H", "N", "C", "N", "O", "H", "H", "H", "H", "N", "C", "N", "O", "H", "H", "H", "H", "N", "C", "N", "O", "H", "H", "H", "H"],
  "positions_angstrom": [[-1.2624, 0.8240, 1.4552], [-0.0023, 0.9497, 0.8800], [0.2734, 0.1061, -0.2244], [0.6770, -1.2741, 0.3037], [2.0176, -1.2144, 1.0263], [0.8466, -2.3303, -0.7079], [-1.3925, 1.4877, 2.3089], [-1.4187, -0.2086, 1.7796], [-2.0821, 0.9860, 0.7510], [-0.6430, -0.0427, -0.8016], [0.9706, 0.6308, -0.8740], [-0.0632, -1.6451, 1.0161], [2.8715, -0.9376, 0.4084], [2.2279, -2.1882, 1.4734], [1.9589, -0.5261, 1.8694], [1.6590, -1.9839, -1.2113], [0.1109, -2.3853, -1.4101], [1.2610, 0.8994, 4.0154], [0.8198, -0.2221, 4.6177], [0.1990, -1.0365, 3.7907], [0.9960, -0.3748, 5.8287], [2.1479, 1.2158, 4.3749], [1.0227, 1.1044, 3.0562], [-0.4759, -1.7110, 4.1138], [0.5271, -1.2128, 2.8542], [2.4567, -4.8575, 0.1385], [1.6379, -5.4939, 0.9327], [0.4529, -4.9284, 0.9624], [1.9739, -6.5205, 1.5101], [3.3474, -5.2926, -0.0332], [2.2066, -3.9015, -0.0782], [-0.1679, -5.2579, 1.6845], [0.3845, -3.9869, 0.5937], [-2.2583, -1.8515, -4.7337], [-1.9362, -2.5273, -3.5863], [-2.6010, -3.6526, -3.4403], [-1.1371, -2.1475, -2.7430], [-2.7220, -2.3534, -5.4705], [-1.8911, -0.9269, -4.9074], [-2.4244, -4.1298, -2.5700], [-3.3276, -4.0119, -4.0346], [1.8492, 1.2369, -4.6964], [0.8232, 0.3302, -4.7175], [0.8317, -0.3375, -3.5795], [-0.0050, 0.2465, -5.6039], [2.0042, 1.6838, -5.5863], [2.6025, 1.0656, -4.0373], [0.1185, -1.0354, -3.4054], [1.4257, -0.0626, -2.8168], [0.4392, 4.0503, 5.4087], [-0.6733, 3.8999, 4.6839], [-1.1258, 5.0060, 4.1138], [-1.3356, 2.8681, 4.6956], [0.8298, 3.2791, 5.9246], [0.8154, 4.9727, 5.5466], [-0.6241, 5.8780, 4.1384], [-2.0111, 5.0407, 3.6374], [-4.4192, 2.3249, 0.6482], [-5.2928, 1.3723, 0.3160], [-5.3633, 0.4082, 1.2619], [-5.8722, 1.3353, -0.7558], [-4.0589, 2.9064, -0.0923], [-3.8123, 2.0246, 1.3926], [-4.9226, 0.4379, 2.1690], [-6.0849, -0.2591, 1.0404], [-2.9912, 3.4350, -3.2858], [-2.5430, 2.6320, -2.3256], [-2.5377, 1.3323, -2.6975], [-2.2541, 2.9818, -1.1957], [-3.1649, 4.4210, -3.2086], [-3.2023, 2.9963, -4.1655], [-2.1054, 0.6315, -2.1229], [-2.7530, 1.1602, -3.6640], [5.3674, 1.0052, -1.3150], [4.4901, 0.4185, -2.1145], [4.8849, -0.7529, -2.5607], [3.3151, 0.7976, -2.3455], [6.1250, 0.4674, -0.9325], [5.0908, 1.8188, -0.7757], [5.6879, -1.0380, -2.0272], [4.1562, -1.3930, -2.8435], [3.1971, 4.4546, 1.4587], [3.6284, 3.5641, 0.5843], [2.7108, 3.1380, -0.3163], [4.7712, 3.0962, 0.6132], [2.3189, 4.9187, 1.2980], [3.7251, 4.6454, 2.2927], [2.9952, 2.3724, -0.9121], [1.7157, 3.2144, -0.1694], [1.7079, -5.1149, -2.4777], [2.1033, -4.0681, -3.2149], [1.2098, -3.8450, -4.1942], [3.0879, -3.3731, -3.0204], [0.8600, -5.6157, -2.6655], [2.1373, -5.1421, -1.5627], [1.5073, -3.1691, -4.8803], [0.3844, -4.4119, -4.2342], [-2.7639, 0.3544, 4.4990], [-3.9958, 0.7388, 4.2670], [-4.1468, 2.0449, 3.9866], [-4.9376, -0.0730, 4.2550], [-2.6392, -0.5934, 4.8077], [-2.1212, 1.1307, 4.5794], [-3.3645, 2.6327, 4.2395], [-5.0361, 2.4442, 3.7415]],
  "forces_ev_per_a": [[-1.19, -1.12, -0.15], [1.08, 1.03, -0.03], [-1.41, -0.50, 0.61], [1.07, -0.33, -0.40], [-0.23, -0.11, 0.96], [0.48, 0.68, -0.12], [0.36, 0.06, -0.06], [-0.04, 0.04, 0.44], [0.18, 0.44, -0.33], [-0.13, 0.12, -0.17], [0.46, -0.30, 0.17], [-0.31, 0.32, -0.05], [-0.16, 0.13, -0.27], [0.11, -0.10, -0.08], [0.30, 0.26, -0.20], [0.21, -0.57, -0.49], [-0.19, 0.12, 0.32], [1.12, 1.21, -0.62], [1.05, 0.96, 2.67], [-2.01, -2.50, -1.58], [-0.49, -0.35, -0.72], [-0.17, 0.34, -0.12], [0.16, -0.09, -0.06], [0.43, -0.04, 0.40], [-0.07, 0.48, 0.23], [2.50, 1.58, -1.46], [0.93, -2.72, 1.53], [-2.91, 0.83, 0.85], [-0.51, -0.30, 0.20], [0.23, 0.50, 0.27], [0.58, 0.10, -0.46], [-0.06, 0.22, -0.11], [-0.35, -0.12, -0.03], [0.22, 0.06, 0.55], [-0.35, 1.66, -1.66], [-0.68, -2.64, 1.01], [0.04, 0.48, 0.38], [0.00, 0.29, -0.03], [0.50, -0.19, -0.26], [-0.15, -0.12, -0.16], [0.05, 0.31, 0.00], [-0.10, 0.43, -1.31], [1.34, 1.82, 0.52], [-1.00, -2.03, 1.53], [-0.94, -0.48, -0.85], [0.30, 0.08, 0.23], [0.00, 0.31, -0.29], [0.08, 0.14, 0.11], [0.26, 0.01, -0.23], [1.41, 0.26, 0.32], [-1.05, -1.05, 1.46], [-0.50, 2.22, -1.39], [-0.06, -0.57, -0.54], [-0.22, -0.05, -0.12], [0.15, -0.23, 0.09], [0.04, -0.17, 0.02], [0.10, -0.39, 0.08], [0.65, 1.33, 0.65], [0.35, -0.49, -0.59], [-0.98, -1.02, -0.43], [-0.66, -0.10, -0.21], [0.29, -0.14, 0.14], [0.38, 0.71, -0.10], [-0.49, -0.15, -0.04], [0.19, -0.21, 0.60], [-0.51, 0.85, -1.84], [-0.10, -0.72, 1.28], [0.01, -0.39, -0.65], [0.47, 0.61, 0.67], [0.18, -0.18, 0.42], [-0.12, 0.45, -0.07], [-0.03, 0.07, -0.12], [0.22, -0.66, 0.19], [0.45, 1.53, 0.75], [-2.47, -0.10, 0.48], [0.96, -1.40, -0.63], [0.78, 0.97, 0.43], [0.06, 0.18, -0.08], [0.14, 0.23, 0.23], [-0.01, -1.18, -0.66], [0.25, -0.46, -0.06], [-0.87, 1.60, 1.33], [0.69, -1.93, -0.71], [-0.28, -0.18, -0.62], [-0.04, 0.18, -0.09], [0.11, -0.03, 0.26], [0.08, 0.09, -0.27], [-0.10, 0.01, -0.26], [0.14, 0.11, 0.15], [1.02, -0.62, 0.86], [-1.26, -0.24, -0.31], [0.38, 0.99, -1.17], [0.62, 0.25, 0.37], [0.07, 0.05, 0.12], [-0.49, -0.60, -0.02], [-0.67, -0.10, -0.20], [-0.02, 0.32, -0.55], [1.69, 0.21, 0.20], [-3.08, -1.65, -0.04], [0.39, 1.23, -0.22], [0.22, 0.56, -0.30], [0.28, 0.29, 0.16], [0.90, -0.76, 0.38], [-0.19, 0.33, -0.21], [-0.02, -0.25, 0.23]],
  "lowdin_charge": [-0.12, -0.19, -0.16, -0.39, -0.04, 0.05, 0.08, 0.07, 0.07, 0.10, 0.11, 0.12, 0.09, 0.08, 0.05, 0.07, 0.04, 0.17, -0.72, 0.18, 0.02, 0.11, 0.08, 0.12, 0.05, 0.13, -0.77, 0.18, 0.03, 0.14, 0.07, 0.12, 0.06, 0.19, -0.68, 0.18, -0.02, 0.10, 0.07, 0.12, 0.12, 0.15, -0.72, 0.18, 0.00, 0.10, 0.05, 0.04, 0.05, 0.18, -0.69, 0.17, 0.00, 0.12, 0.10, 0.11, 0.12, 0.16, -0.73, 0.17, 0.01, 0.08, 0.06, 0.05, 0.11, 0.17, -0.70, 0.19, 0.01, 0.12, 0.10, 0.08, 0.09, 0.19, -0.67, 0.19, -0.06, 0.11, 0.06, 0.11, 0.08, 0.17, -0.69, 0.18, 0.00, 0.11, 0.11, 0.06, 0.10, 0.17, -0.72, 0.17, 0.01, 0.10, 0.04, 0.12, 0.09, 0.19, -0.73, 0.17, -0.02, 0.12, 0.06, 0.07, 0.12],
  "e_above_lowest_kcal_mol": 32.6,
  "homo_energy_ha": -0.3359,
  "mol_weight_g_mol": 749.75,
  "gap_ev": 9.0
}